The following is a DFT calculation (ωB97M-V with the def2-TZVPD basis set) of 10 unconnected molecules or ions with the total composition C18H56ClO9P at a distorted geometry.

ORCA input file:
```
! wB97M-V def2-TZVPD RIJCOSX def2/J DEFGRID3
* xyz 0 1
P -5.11976 0.78496 1.30249
Cl -7.20235 0.67011 0.79424
H -4.68662 2.05135 0.72865
H -4.40082 -0.32436 0.71589
C -0.53201 -1.23749 -1.26603
C -1.29127 -0.90121 0.00075
O -2.52323 -1.60661 0.02968
H -1.12374 -0.97731 -2.14974
H 0.41853 -0.69801 -1.30581
H -0.33030 -2.31214 -1.32298
H -1.50995 0.16995 0.04307
H -0.71147 -1.17039 0.88902
H -2.31772 -2.55683 0.00022
C 3.00539 -3.05081 1.10594
C 1.85850 -2.50138 1.92877
O 0.62087 -2.94808 1.39502
H 2.91912 -2.72933 0.06287
H 3.96688 -2.71182 1.50187
H 2.99101 -4.14561 1.10394
H 1.86357 -1.40748 1.91011
H 1.93049 -2.82908 2.97044
H 0.62301 -3.92028 1.42384
C -2.58241 -0.13588 4.34514
C -1.17537 0.40857 4.21061
O -0.25376 -0.66094 4.05919
H -2.65464 -0.80635 5.20771
H -3.30477 0.67617 4.46725
H -2.85688 -0.72227 3.46218
H -0.89712 0.97528 5.10416
H -1.09170 1.06985 3.34265
H -0.50450 -1.15284 3.25845
C -2.09461 -3.28967 6.97221
C -3.24150 -2.74024 7.79504
O -4.47913 -3.18694 7.26130
H -2.18088 -2.96818 5.92915
H -1.13312 -2.95067 7.36815
H -2.10899 -4.38447 6.97022
H -3.23643 -1.64634 7.77639
H -3.16951 -3.06793 8.83672
H -4.47699 -4.15914 7.29012
C 2.07163 2.07652 0.56191
C 0.67392 2.22369 1.12673
O 0.19190 0.96163 1.56376
H 2.07549 1.37268 -0.27678
H 2.45604 3.04030 0.21623
H 2.75451 1.67499 1.31772
H -0.00983 2.60434 0.36214
H 0.66393 2.91610 1.97415
H 0.80126 0.63616 2.24842
C 2.28966 0.41660 -4.19941
C 1.46400 1.52204 -3.57446
O 1.96657 2.78833 -3.97457
H 3.33939 0.50483 -3.90100
H 1.91772 -0.56646 -3.89708
H 2.26251 0.48326 -5.29194
H 1.51162 1.46506 -2.48291
H 0.41527 1.44839 -3.87842
H 1.91212 2.83213 -4.94469
C 0.39498 6.29101 -2.84220
C -0.77956 5.43073 -2.42429
O -1.03328 4.44302 -3.41231
H 0.19352 6.77695 -3.80244
H 0.60076 7.06067 -2.09291
H 1.29382 5.68044 -2.97669
H -1.68056 6.04121 -2.31236
H -0.58066 4.93112 -1.47115
H -0.23018 3.90108 -3.49807
C 1.41461 6.29822 -7.99207
C 1.99083 4.95383 -7.59854
O 1.77299 4.71880 -6.21526
H 1.87603 7.10062 -7.40722
H 1.57835 6.49661 -9.05507
H 0.33943 6.33344 -7.78822
H 3.06894 4.93052 -7.78331
H 1.52524 4.14482 -8.16984
H 0.81243 4.73311 -6.06318
C 1.68966 -8.07975 0.30958
C 0.86400 -6.97430 0.93453
O 1.36657 -5.70802 0.53443
H 2.73939 -7.99152 0.60800
H 1.31772 -9.06281 0.61192
H 1.66251 -8.01308 -0.78294
H 0.91162 -7.03129 2.02609
H -0.18473 -7.04795 0.63058
H 1.31212 -5.66421 -0.43569
*
```

Results
HOMO energy in eV: -8.57
DFT total energy in eV: -59810.2483
SMILES string: CCO.CCO.CCO.CCO.CCO.CCO.CCO.CCO.CCO.PCl
HOMO-LUMO gap in eV: 8.97